(1)
Entry from the OMol25 dataset: a 2-piece molecular cluster, C3H5P overall (ωB97M-V/def2-TZVPD).

Computed properties:
- expectation value of S² = 2.01
- F_max (eV/A) = 2.70
- 2S+1 = 3
- ΔE to the lowest compared entry with this formula, charge and spin (eV) = 3.5840
- Kohn-Sham gap (alpha / beta) (eV) = 7.906 / 8.586

XYZ file:
```
9
Properties=species:S:1:pos:R:3:forces:R:3:mulliken_charge:R:1
C -0.20770 -0.16269 0.82751 -0.541 -0.614 -0.079 -0.1452
C 0.51687 -0.32573 -0.43747 0.922 2.097 -1.427 -0.3134
C 0.22342 -1.51180 0.34378 0.055 -2.530 0.231 -0.4249
P -0.94889 3.06889 0.64192 0.984 0.057 1.455 0.0152
H 0.16035 0.03384 -1.43839 -0.288 -0.914 1.012 0.2477
H 1.45847 0.23449 -0.33405 0.107 -0.448 0.246 0.1857
H 0.94455 -2.13279 0.92038 -0.017 1.083 -0.211 0.2130
H -0.43811 -2.31989 -0.04872 -0.235 1.262 0.216 0.2173
H -1.70896 3.11567 -0.47495 -0.987 0.008 -1.443 0.0046
```
Positions in Å, forces in eV/Å.


(2)
Entry from the OMol25 dataset: one molecule with the formula C3H5P (ωB97M-V/def2-TZVPD).

Computed properties:
- expectation value of S² = 2.01
- F_max (eV/A) = 5.05
- 2S+1 = 3
- ΔE to the lowest compared entry with this formula, charge and spin (eV) = 1.9100
- Kohn-Sham gap (alpha / beta) (eV) = 7.322 / 6.631

XYZ file:
```
9
Properties=species:S:1:pos:R:3:forces:R:3:mulliken_charge:R:1
C 0.38924 0.39209 0.05099 -3.977 -2.643 -1.654 0.1381
C 1.12159 -1.16297 -0.30133 -2.668 2.293 0.652 -0.6551
C -1.03145 0.91545 0.15761 0.851 -2.247 -1.307 -0.6236
P 2.03264 0.33999 0.33457 3.961 -1.020 0.419 -0.1856
H 0.70158 -1.94426 0.41127 0.875 1.100 -0.663 0.2503
H 0.92671 -1.46941 -1.37292 0.662 0.682 1.176 0.2880
H -1.10206 1.52526 1.00918 0.097 2.253 0.444 0.3213
H -1.67181 0.12009 0.60973 0.085 -0.068 -1.348 0.2411
H -1.36642 1.28378 -0.89910 0.114 -0.350 2.281 0.2257
```
Positions in Å, forces in eV/Å.